Entry 1:
C21H32F3N6PSSeSiTi | the ωB97M-V functional and the def2-TZVPD basis

XYZ file:
```
67
Properties=species:S:1:pos:R:3:lowdin_spin:R:1
Ti 0.257 -0.091 0.180 1.2423
N 0.747 -3.819 -2.260 0.0036
C 0.533 -2.544 -2.581 -0.0017
N 0.838 -1.779 -1.547 -0.0043
C 1.242 -2.690 -0.610 0.0041
N 1.204 -3.937 -1.000 0.0059
C 1.829 -2.196 0.641 0.0143
C 2.147 -3.010 1.721 -0.0016
N 2.825 -2.554 2.761 0.0145
C 3.189 -1.277 2.725 0.0005
C 2.834 -0.442 1.682 0.0188
N 2.150 -0.890 0.627 0.0074
H 0.640 -4.640 -2.835 0.0001
H 0.175 -2.216 -3.544 0.0000
H 1.846 -4.051 1.718 -0.0003
H 3.775 -0.900 3.555 -0.0001
H 3.131 0.599 1.669 0.0025
F -4.087 4.857 1.243 0.0000
C -3.713 3.876 0.412 -0.0001
F -4.601 2.880 0.538 0.0000
F -3.805 4.350 -0.839 -0.0001
C -2.308 3.407 0.730 -0.0001
C -1.593 4.053 1.707 0.0033
C -0.297 3.645 2.005 0.0011
C 0.183 2.541 1.364 0.0126
N -0.509 1.872 0.412 0.0012
C -1.711 2.332 0.038 0.0016
S -2.534 1.675 -1.355 -0.0016
H -2.039 4.889 2.227 0.0002
H 0.307 4.162 2.736 -0.0001
H 1.164 2.154 1.601 0.0060
C -1.705 -1.831 5.112 -0.0008
Si -0.703 -0.352 4.696 -0.0038
C 1.005 -0.392 5.382 -0.0006
C -1.562 1.253 4.967 -0.0007
Se -0.477 -0.483 2.454 -0.0144
H -1.882 -1.922 6.189 -0.0002
H -1.184 -2.727 4.771 0.0000
H -2.670 -1.777 4.606 0.0000
H 1.012 -0.268 6.470 -0.0001
H 1.596 0.414 4.943 0.0002
H 1.474 -1.350 5.148 0.0000
H -1.862 1.393 6.011 -0.0002
H -2.456 1.292 4.343 0.0000
H -0.901 2.076 4.687 0.0000
C -2.950 0.582 -4.211 0.0020
C -1.755 -0.243 -3.727 0.0073
P -1.242 0.061 -1.910 -0.1308
C 0.305 1.100 -2.676 -0.0929
C 1.406 1.712 -1.804 0.0013
C -2.540 -1.320 -1.433 -0.0882
C -2.861 -1.544 0.033 0.0020
H -3.200 0.306 -5.236 0.0009
H -2.731 1.651 -4.205 0.0001
H -3.842 0.417 -3.604 0.0000
H -0.913 -0.047 -4.388 -0.0001
H -2.002 -1.302 -3.811 -0.0003
H -0.154 1.860 -3.312 -0.0051
H 0.766 0.358 -3.331 -0.0007
H 1.110 2.668 -1.383 0.0002
H 2.326 1.864 -2.371 -0.0019
H 1.705 1.044 -0.990 0.0041
H -2.147 -2.239 -1.880 -0.0006
H -3.448 -1.062 -1.983 -0.0078
H -2.050 -2.037 0.569 0.0031
H -3.742 -2.182 0.142 -0.0019
H -3.076 -0.611 0.556 -0.0001
```

Results
HOMO energy (alpha / beta) = -9.44 / -9.42 eV
lowest unoccupied orbital energy (alpha / beta) = -3.76 / -3.70 eV
energy relative to the best compared isomer or geometry (same formula, charge and spin) = 129.9 kcal/mol
spin multiplicity = 2
charge = +1



Entry 2:
C38H42AlS | the ωB97M-V functional and the def2-TZVPD basis

XYZ file:
```
82
Properties=species:S:1:pos:R:3:lowdin_charge:R:1
C 5.210 -0.762 0.426 -0.1727
C 4.169 -0.683 -0.445 -0.3128
Al 2.530 -1.784 -0.019 -0.0722
S 0.657 -0.415 -0.144 0.1954
H 6.193 -1.137 0.136 0.0246
H 5.037 -0.507 1.469 0.0183
H 4.272 -0.093 -1.360 0.0007
H 2.676 -2.371 1.481 -0.0983
H 2.485 -2.969 -1.098 -0.0979
H 1.194 0.775 0.131 -0.2860
C -0.723 2.302 2.243 -0.0852
C -1.003 2.936 1.040 -0.0895
C -1.586 4.195 1.038 -0.1100
C -1.885 4.826 2.237 -0.1281
C -1.604 4.197 3.441 -0.1169
C -1.025 2.934 3.443 -0.0947
H -0.272 1.318 2.237 0.0788
H -0.766 2.442 0.106 0.0832
H -1.812 4.685 0.098 0.0994
H -2.344 5.808 2.230 0.0997
H -1.841 4.688 4.377 0.0956
H -0.810 2.438 4.381 0.0983
C 3.786 2.574 -3.253 -0.0871
C 3.618 1.684 -4.303 -0.0859
C 4.142 1.981 -5.554 -0.1016
C 4.840 3.164 -5.752 -0.1113
C 5.011 4.053 -4.700 -0.1103
C 4.481 3.759 -3.451 -0.0981
H 3.376 2.340 -2.279 0.1027
H 3.079 0.759 -4.144 0.1068
H 4.007 1.288 -6.375 0.0966
H 5.252 3.393 -6.727 0.0934
H 5.557 4.975 -4.854 0.0937
H 4.610 4.453 -2.631 0.0982
C 1.409 -7.914 -0.302 -0.1125
C 0.162 -7.570 -0.801 -0.1151
C -0.302 -6.267 -0.668 -0.0983
C 0.483 -5.309 -0.043 -0.0891
C 1.732 -5.652 0.455 -0.0960
C 2.192 -6.955 0.328 -0.0984
H 1.772 -8.930 -0.404 0.0920
H -0.449 -8.315 -1.295 0.0914
H -1.277 -5.998 -1.054 0.0965
H 0.127 -4.292 0.055 0.0976
H 2.340 -4.898 0.938 0.0553
H 3.166 -7.224 0.718 0.0861
C -5.128 3.585 2.088 -0.0797
C -5.465 3.804 0.761 -0.0882
C -6.765 4.149 0.422 -0.1036
C -7.729 4.284 1.411 -0.1030
C -7.391 4.068 2.741 -0.1045
C -6.091 3.714 3.079 -0.0897
H -4.113 3.311 2.343 0.0873
H -4.710 3.704 -0.008 0.0912
H -7.026 4.312 -0.616 0.0924
H -8.743 4.556 1.147 0.0958
H -8.142 4.174 3.514 0.0954
H -5.828 3.540 4.114 0.0999
C -3.875 1.620 -3.275 -0.0828
C -4.207 1.835 -4.606 -0.0967
C -5.506 2.178 -4.952 -0.1054
C -6.474 2.315 -3.966 -0.1032
C -6.142 2.104 -2.635 -0.1029
C -4.844 1.753 -2.290 -0.0942
H -2.863 1.348 -3.004 0.1067
H -3.451 1.733 -5.373 0.0998
H -5.765 2.340 -5.991 0.0957
H -7.487 2.586 -4.236 0.0958
H -6.895 2.211 -1.865 0.0896
H -4.585 1.582 -1.253 0.0988
C 4.317 -5.979 3.528 -0.0947
C 4.684 -4.809 2.877 -0.0915
C 5.145 -3.724 3.607 -0.0849
C 5.246 -3.811 4.988 -0.0998
C 4.883 -4.982 5.640 -0.1118
C 4.415 -6.065 4.910 -0.1076
H 3.950 -6.823 2.959 0.0848
H 4.610 -4.735 1.800 0.0978
H 5.419 -2.810 3.095 0.0946
H 5.607 -2.964 5.557 0.0960
H 4.962 -5.049 6.718 0.0926
H 4.124 -6.976 5.418 0.0939
```

Results
HOMO energy = -4.09 eV
lowest unoccupied orbital energy = 2.37 eV
charge = -1



Entry 3:
C51H69F24N3O15 | the ωB97M-V functional and the def2-TZVPD basis

XYZ file:
```
162
Properties=species:S:1:pos:R:3:lowdin_charge:R:1
F 1.281 8.241 -2.428 0.1002
C 0.919 6.979 -2.103 -0.3070
F 1.978 6.209 -1.809 0.1105
C -0.118 6.995 -0.966 -0.4405
F -1.229 7.695 -1.318 0.1235
F 0.369 7.586 0.148 0.1367
C -0.519 5.581 -0.592 -0.0289
O -0.894 4.780 -1.721 0.0414
C -1.530 3.623 -1.423 -0.5561
F -0.812 2.868 -0.579 0.1448
F -2.712 3.882 -0.806 0.1396
C -1.723 2.861 -2.733 -0.2864
F -2.474 1.748 -2.567 0.0977
F -2.249 3.622 -3.712 0.1118
H 0.435 6.523 -2.972 0.1674
H -1.349 5.631 0.113 0.1490
H 0.316 5.065 -0.116 0.1329
H -0.752 2.535 -3.108 0.1410
F -0.555 2.912 2.280 0.0942
C -1.287 2.240 3.204 -0.2902
F -1.279 2.894 4.397 0.0856
C -2.713 2.026 2.643 -0.4288
F -3.290 1.156 3.515 0.1200
F -2.677 1.489 1.404 0.1285
C -3.457 3.347 2.573 -0.0485
O -4.844 3.190 2.293 0.0324
C -5.682 4.004 3.040 -0.5410
F -5.438 3.836 4.351 0.1593
F -5.436 5.286 2.722 0.1577
C -7.094 3.597 2.612 -0.2874
F -7.236 2.258 2.596 0.1113
F -8.062 4.204 3.345 0.0926
H -0.805 1.290 3.460 0.1500
H -3.049 3.918 1.736 0.1376
H -3.316 3.953 3.468 0.1457
H -7.263 3.978 1.597 0.1742
F -8.101 -4.178 -1.004 0.0704
C -8.660 -2.954 -1.283 -0.2795
F -9.023 -2.391 -0.114 0.1036
C -7.664 -2.087 -2.079 -0.4382
F -8.313 -1.095 -2.741 0.1189
F -7.026 -2.892 -2.967 0.1217
C -6.633 -1.417 -1.157 -0.0504
O -5.881 -2.321 -0.365 0.0409
C -4.555 -2.463 -0.709 -0.5406
F -4.393 -2.746 -2.013 0.1610
F -3.933 -1.300 -0.428 0.1412
C -3.983 -3.571 0.174 -0.3029
F -4.718 -4.682 0.072 0.1341
F -2.727 -3.851 -0.233 0.0941
H -9.520 -3.239 -1.901 0.1717
H -7.199 -0.787 -0.470 0.1467
H -5.965 -0.802 -1.761 0.1491
H -3.924 -3.178 1.191 0.1572
O 2.031 5.151 1.954 0.1123
C 2.874 4.683 1.240 -0.4770
C 3.258 3.221 1.066 -0.0633
C 4.228 3.291 -0.117 -0.1396
C 4.722 4.716 -0.125 -0.1416
O 3.669 5.454 0.492 0.0374
H 3.827 2.808 1.900 0.0988
H 2.408 2.567 0.903 0.1038
H 4.998 2.524 -0.028 0.0986
H 3.642 3.018 -0.998 0.0999
H 5.677 4.817 0.394 0.1285
H 4.916 5.010 -1.156 0.1231
O 1.689 0.532 1.619 0.1129
C 0.781 0.013 1.044 -0.4283
C 0.613 -0.334 -0.436 -0.0483
C -0.372 -1.487 -0.379 -0.1491
C -1.151 -1.268 0.909 -0.1433
O -0.225 -0.580 1.763 -0.0048
H 0.141 0.527 -0.914 0.1060
H 1.588 -0.524 -0.875 0.1010
H -0.972 -1.451 -1.289 0.1179
H 0.196 -2.421 -0.369 0.0896
H -1.967 -0.593 0.660 0.1001
H -1.469 -2.215 1.333 0.1088
O -3.264 -4.352 3.405 0.1323
C -2.589 -3.721 4.157 -0.4711
C -2.859 -3.353 5.611 -0.0617
C -1.497 -2.859 6.056 -0.1508
C -0.857 -2.343 4.780 -0.1571
O -1.369 -3.242 3.789 0.0047
H -3.655 -2.612 5.673 0.1324
H -3.183 -4.278 6.085 0.1292
H -1.540 -2.099 6.836 0.1204
H -0.866 -3.686 6.385 0.1236
H -1.195 -1.345 4.486 0.1247
H 0.227 -2.377 4.856 0.1020
O 1.547 2.143 -2.157 0.1185
C 1.815 2.440 -3.285 -0.4749
C 2.853 1.801 -4.186 -0.0521
C 3.139 2.942 -5.184 -0.1156
C 1.770 3.664 -5.203 -0.1497
O 1.256 3.509 -3.889 0.0110
H 3.714 1.596 -3.552 0.1132
H 2.462 0.885 -4.622 0.1196
H 3.939 3.614 -4.896 0.1181
H 3.260 2.551 -6.194 0.1150
H 1.966 4.707 -5.453 0.1251
H 1.068 3.277 -5.943 0.1298
O 5.025 1.147 3.222 0.1071
C 3.997 0.928 3.811 -0.4768
C 2.980 1.975 4.231 -0.0648
C 2.187 1.191 5.272 -0.1325
C 2.421 -0.278 4.915 -0.1557
O 3.677 -0.312 4.216 0.0310
H 3.523 2.832 4.629 0.1353
H 2.343 2.389 3.454 0.1007
H 2.533 1.417 6.281 0.1178
H 1.114 1.391 5.267 0.1036
H 2.445 -0.858 5.837 0.1282
H 1.625 -0.689 4.293 0.0873
O 5.165 -0.531 -3.087 0.0853
C 5.222 -0.503 -1.880 -0.4906
C 6.464 -0.800 -1.032 -0.0469
C 6.048 -0.200 0.317 -0.1361
C 4.527 -0.240 0.270 -0.1458
O 4.194 -0.152 -1.122 0.0177
H 6.499 -1.890 -0.965 0.1343
H 7.318 -0.357 -1.532 0.1238
H 6.390 -0.811 1.151 0.1135
H 6.440 0.816 0.338 0.1106
H 4.073 -1.158 0.648 0.1163
H 4.142 0.584 0.867 0.0875
C 2.862 -3.843 -5.163 -0.1038
C 3.143 -2.356 -4.868 -0.2294
C 2.311 -1.860 -3.674 -0.1781
C 2.438 -2.650 -2.454 -0.2321
N 2.524 -3.273 -1.495 0.1984
H 1.851 -3.948 -5.563 0.0681
H 3.083 -4.448 -4.284 0.0703
H 3.481 -4.255 -5.964 0.0707
H 2.911 -1.785 -5.765 0.1095
H 4.207 -2.269 -4.658 0.0976
H 1.241 -1.878 -3.897 0.1181
H 2.636 -0.844 -3.449 0.0766
C -0.701 -4.237 -3.137 -0.1082
C -1.808 -5.258 -3.371 -0.2400
C -1.773 -5.787 -4.824 -0.1856
C -2.005 -4.791 -5.880 -0.2412
N -2.190 -4.003 -6.690 0.1367
H -0.737 -3.396 -3.830 0.0703
H 0.243 -4.751 -3.353 0.0698
H -0.586 -3.917 -2.104 0.0489
H -2.803 -4.859 -3.170 0.0998
H -1.695 -6.120 -2.714 0.1124
H -2.554 -6.542 -4.914 0.1164
H -0.785 -6.188 -5.054 0.1160
C 2.076 -5.457 2.610 -0.0970
C 1.925 -4.094 1.939 -0.2518
C 2.597 -2.945 2.714 -0.1756
C 4.058 -3.018 2.836 -0.2346
N 5.195 -3.093 2.932 0.1633
H 1.456 -6.210 2.121 0.0736
H 1.697 -5.427 3.635 0.0705
H 3.120 -5.765 2.586 0.0753
H 0.867 -3.868 1.784 0.0966
H 2.290 -4.173 0.913 0.0741
H 2.166 -2.947 3.715 0.0999
H 2.423 -2.005 2.186 0.0934
```

Results
HOMO energy = -10.12 eV
lowest unoccupied orbital energy = 0.27 eV
energy relative to the best compared isomer or geometry (same formula, charge and spin) = 0.0 kcal/mol
charge = 0